Entry 1:
The following is a quantum chemistry calculation of a molecular structure, C3H7NO2, from OMol25.

Positions of all 13 atoms, in Å:
C 1.61758 -0.05437 -0.08073
C -1.91050 -0.21477 0.47989
C -1.29113 0.15992 -0.83471
N 1.84328 1.17762 -0.01578
O 2.42919 -1.10003 0.20033
O 0.35512 -0.50890 -0.63253
H -2.70899 0.41725 0.81130
H -2.31370 -1.22236 0.57310
H -1.07183 -0.29427 1.24591
H -1.62459 -0.44848 -1.52109
H -1.24309 1.20649 -1.15178
H 2.68985 1.39180 0.49896
H 3.22881 -0.50990 0.42713

For the energy relative to the best compared isomer or geometry (same formula, charge and spin), the calculation gives 3.706 eV. As for the calculated total energy: -323.64478 hartree. The HOMO-LUMO gap is 0.379 Eh. Its net charge is 0. The molecular weight is 89.1 g/mol. The HOMO energy comes out at -0.355 Ha.

Here are the Mulliken charges for atoms 1 to 2, given in e:
1. C 0.637
2. C -0.865



Entry 2:
The following is a quantum chemistry calculation of a single C2H2FN3 molecule, from OMol25.

Positions of all 8 atoms, in Å:
C -0.67267 -0.97303 0.07889
C 1.35708 0.00168 -0.11322
N 0.70575 -1.02733 0.00201
N -1.24992 0.17887 0.09775
N -0.54633 1.23589 0.12851
F 2.57411 0.40629 -0.05084
H -1.21752 -1.89132 0.13360
H -0.95050 2.06895 -0.27670

For the energy relative to the best compared isomer or geometry (same formula, charge and spin), the calculation gives 3.516 eV. As for the calculated total energy: -341.39754 hartree. The HOMO-LUMO gap (alpha / beta) is 0.307 / 0.307 Eh. Its net charge is 0. The molecular weight is 87.1 g/mol. The HOMO energy (alpha / beta) comes out at -0.316 / -0.316 Ha.

Here are the Mulliken charges for atoms 1 to 2, given in e:
1. C -0.076
2. C 0.480



Entry 3:
The following is a quantum chemistry calculation of a molecular structure, C49H51N3O3P2PdS, from OMol25.

Positions of all 110 atoms, in Å:
Pd -0.20811 0.13477 -0.04899
C 2.83087 3.19646 0.79805
N 1.96042 2.10245 0.41476
P 2.29316 0.38692 0.35309
C 4.10588 0.49531 0.91738
C 4.36773 0.08840 2.22275
C 5.65412 0.12679 2.75060
C 6.71007 0.56642 1.96668
C 6.47080 0.96329 0.65517
C 5.18336 0.92528 0.13971
C 2.68895 0.11538 -1.42387
C 2.67884 1.13972 -2.36747
C 2.94795 0.87678 -3.70358
C 3.22839 -0.42019 -4.11408
C 3.23037 -1.44854 -3.18083
C 2.95909 -1.18387 -1.84665
P 0.25959 2.18067 0.24484
C 0.04504 3.66996 -0.82583
C 0.12888 4.99435 -0.39537
C -0.01278 6.04396 -1.29236
C -0.24278 5.78418 -2.63754
C -0.34176 4.47124 -3.07687
C -0.20757 3.42451 -2.17506
C -0.29819 2.84132 1.86503
C -1.56624 3.40748 1.99460
C -2.09747 3.69416 3.24168
C -1.36211 3.42509 4.38974
C -0.09748 2.86570 4.27472
C 0.42774 2.57218 3.02350
H 3.38652 3.60527 -0.05559
H 3.55970 2.89307 1.55281
H 2.23217 4.00370 1.22508
H 3.54276 -0.27713 2.82724
H 5.83138 -0.19786 3.76965
H 7.71658 0.59083 2.36845
H 7.29357 1.30020 0.03401
H 5.00890 1.22792 -0.88698
H 2.43994 2.14752 -2.04594
H 2.92353 1.68346 -4.42799
H 3.42267 -0.63174 -5.15932
H 3.41743 -2.46782 -3.49830
H 2.90248 -1.99318 -1.12935
H 0.28985 5.20556 0.65562
H 0.05179 7.06772 -0.94129
H -0.35876 6.60365 -3.33734
H -0.54181 4.26126 -4.12069
H -0.31007 2.39196 -2.49550
H -2.15593 3.59785 1.10551
H -3.09782 4.10450 3.31742
H -1.78136 3.63159 5.36710
H 0.47724 2.63682 5.16486
H 1.40252 2.10398 2.94138
C -6.36605 5.37358 2.33703
C -5.98649 4.09141 1.64224
C -6.80332 2.97060 1.71237
C -6.43083 1.77442 1.10565
C -5.23328 1.69521 0.41924
C -4.40801 2.80990 0.33528
C -4.78478 3.99586 0.93986
S -4.68916 0.17031 -0.36319
O -4.57678 0.50535 -1.76537
O -5.70548 -0.81045 -0.01714
N -3.25780 -0.06283 0.21771
C -3.03452 -0.51772 1.48425
C -4.02218 -0.94782 2.40344
C -3.65031 -1.31903 3.67420
C -2.31434 -1.26510 4.05617
C -1.40932 -0.84274 3.09993
N -1.73793 -0.48797 1.86594
H -7.44202 5.42442 2.51017
H -6.07352 6.24444 1.74790
H -5.87013 5.45428 3.30807
H -7.74234 3.02843 2.25380
H -7.05676 0.89327 1.16255
H -3.47359 2.72196 -0.20612
H -4.13565 4.86364 0.87158
H -5.05006 -1.02114 2.08381
H -4.40696 -1.66255 4.37249
H -1.98498 -1.55155 5.04643
H -0.35104 -0.77415 3.33229
C 1.63202 -2.84698 2.35423
C 1.12600 -4.08288 1.60831
C 2.11135 -4.50128 0.51196
C -0.27715 -3.91446 1.05679
C -1.30487 -4.65701 1.61413
C -2.59420 -4.62507 1.09717
C -2.80638 -3.88725 -0.05992
C -1.80899 -3.13809 -0.67014
C -2.16060 -2.58265 -2.05105
C -1.46063 -1.31983 -2.54813
C -1.95372 -3.70254 -3.08224
C -0.52335 -3.02754 -0.04618
O 0.40176 -2.22265 -0.46420
H 2.66462 -2.99196 2.69535
H 1.00653 -2.65258 3.22836
H 1.59313 -1.97574 1.70060
H 1.07800 -4.90760 2.33224
H 2.13713 -3.73466 -0.26142
H 1.79269 -5.43957 0.05049
H 3.11902 -4.63777 0.92007
H -1.08474 -5.27910 2.48015
H -3.40365 -5.16934 1.56963
H -3.79697 -3.87430 -0.50789
H -3.23000 -2.35032 -2.02650
H -0.38826 -1.46714 -2.67006
H -1.62036 -0.48936 -1.85444
H -1.90245 -1.02197 -3.50518
H -0.89366 -3.97013 -3.12963
H -2.27105 -3.37928 -4.07972
H -2.51539 -4.59860 -2.80939

For the energy relative to the best compared isomer or geometry (same formula, charge and spin), the calculation gives 0.108 eV. As for the calculated total energy: -3496.65570 hartree. The HOMO-LUMO gap is 0.183 Eh. Its net charge is -2. The molecular weight is 930.4 g/mol. The HOMO energy comes out at -0.032 Ha.

Here are the Mulliken charges for atoms 1 to 2, given in e:
1. Pd 0.264
2. C -1.147



Entry 4:
The following is a quantum chemistry calculation of a single CH2Cl2O3P2 molecule, from OMol25.

Positions of all 10 atoms, in Å:
C 0.21525 -0.22892 -0.17489
O 4.34533 -0.80405 -0.57532
O 1.14057 2.17688 1.33239
O 2.70566 0.27605 1.17047
P 3.69468 -1.03217 0.67676
P 1.55736 1.12885 0.44986
Cl 1.07427 -1.74106 -0.51986
Cl 2.32484 1.78061 -1.25954
H -0.30385 0.27982 -0.98488
H -0.51263 -0.33561 0.49795

For the energy relative to the best compared isomer or geometry (same formula, charge and spin), the calculation gives 0.000 eV. As for the calculated total energy: -1868.22632 hartree. The HOMO-LUMO gap is 0.387 Eh. Its net charge is 0. The molecular weight is 194.9 g/mol. The HOMO energy comes out at -0.405 Ha.

Here are the Mulliken charges for atoms 1 to 2, given in e:
1. C -0.599
2. O -0.355